Entry 1:
Density functional theory data (ωB97M-V with the def2-TZVPD basis set) for C34H39CrN5O3P2S as an isolated structure in a non-equilibrium geometry.

Calculated values
gap between HOMO and LUMO (spin up / spin down) = 7.8 / 7.7 eV
HOMO (spin up / spin down) = -8.529 / -8.530 eV
spin multiplicity = 5
charge = 0
energy relative to the best compared isomer or geometry (same formula, charge and spin) = 2.662 eV

Each line ends with the Löwdin spin population.
CARTESIAN COORDINATES (ANGSTROEM)
Cr  -0.03023  -1.79108  0.50451  3.97
C  -1.43642  3.77015  2.52395  0.00
C  -1.40615  2.91738  1.49919  0.00
C  -0.36365  2.70271  0.42734  0.00
C  0.86289  1.93315  0.89131  0.01
C  1.88935  2.69215  1.67493  0.00
C  1.87565  3.98592  2.00375  0.00
C  0.74367  4.97478  1.83881  0.00
C  -0.45256  4.84468  2.81207  0.00
C  1.59174  -3.11021  0.83330  -0.17
H  -2.23213  3.64281  3.27148  0.00
H  -2.17965  2.13734  1.49486  0.00
H  -0.06965  3.63944  -0.06059  0.00
H  -0.82715  2.09712  -0.37377  0.00
H  0.57217  1.03419  1.45402  0.01
H  1.38637  1.52618  0.01789  0.00
H  2.76715  2.08862  1.94895  0.00
H  2.79647  4.40934  2.44177  0.00
H  0.37670  4.99075  0.80640  0.00
H  1.16648  5.97595  2.00133  0.00
H  -0.10057  4.71231  3.84447  0.00
H  -0.98503  5.80996  2.80041  0.00
H  2.52193  -2.64449  1.21231  0.00
H  1.79945  -3.73627  -0.04553  0.00
H  1.19442  -3.79052  1.59887  -0.01
P  1.60761  -1.48103  -1.18628  0.03
P  -2.22727  -0.62436  -1.09701  0.02
N  2.88940  -0.28830  -1.51210  -0.01
N  2.21482  -2.68411  -2.49133  0.01
N  -2.19937  0.98124  -2.11721  0.00
N  -3.64106  -1.11826  -2.16705  0.00
C  0.31788  -0.67528  -2.16470  0.03
C  -1.00527  -1.46353  -2.16405  0.03
C  4.16897  -0.28899  -0.94138  0.00
C  4.99766  0.52764  -1.70787  0.00
C  4.22473  1.01120  -2.80823  0.00
C  2.94983  0.50391  -2.67206  0.00
C  2.78325  -3.94442  -2.31101  0.00
C  3.13469  -4.47379  -3.54905  0.00
C  2.78616  -3.50200  -4.53464  0.00
C  2.23484  -2.41757  -3.86181  0.00
C  -2.75718  2.20954  -1.74722  0.00
C  -2.41257  3.19028  -2.68724  0.00
C  -1.67667  2.52436  -3.72012  0.00
C  -1.60038  1.18436  -3.36554  0.00
C  -4.46405  -0.39454  -3.04442  0.00
C  -5.15762  -1.28166  -3.87096  0.00
C  -4.75990  -2.60566  -3.48328  0.00
C  -3.82275  -2.47260  -2.46765  0.00
H  0.62769  -0.59432  -3.20773  0.00
H  0.20196  0.35709  -1.79243  0.00
H  -1.37382  -1.55520  -3.20043  0.00
H  -0.89516  -2.51047  -1.78741  0.01
H  4.36047  -0.85465  -0.04389  0.00
H  6.03221  0.75954  -1.52679  0.00
H  4.53791  1.64286  -3.62582  0.00
H  2.08424  0.65373  -3.30038  0.00
H  2.89749  -4.38364  -1.33272  0.00
H  3.59654  -5.43783  -3.71738  0.00
H  2.92618  -3.56979  -5.60445  0.00
H  1.84601  -1.49259  -4.26184  0.00
H  -3.38045  2.28835  -0.86539  0.00
H  -2.65100  4.24346  -2.64057  0.00
H  -1.26730  2.94792  -4.62778  0.00
H  -1.14966  0.36698  -3.91005  0.00
H  -4.47611  0.68562  -3.04213  0.00
H  -5.85103  -1.01408  -4.65850  0.00
H  -5.11384  -3.54372  -3.89687  0.00
H  -3.23607  -3.21785  -1.94801  0.00
O  -1.62590  -3.01834  2.42647  0.02
C  -0.99936  -2.22857  3.17665  0.01
N  -0.06411  -1.39047  2.60668  0.01
S  1.00675  -0.69881  3.74106  0.01
O  2.24420  -1.42696  3.79321  0.00
O  1.01421  0.74577  3.72576  0.00
C  -0.06078  -1.15039  5.05439  0.00
C  0.02254  -0.60116  6.32855  0.00
C  -0.92200  -0.98550  7.28523  0.00
C  -1.89596  -1.94023  6.93390  0.00
C  -1.96255  -2.46332  5.63208  0.00
C  -1.05703  -2.01670  4.64655  0.00
H  0.78756  0.13740  6.53811  0.00
H  -0.91374  -0.52012  8.27557  0.00
H  -2.61445  -2.24265  7.70302  0.00
H  -2.72264  -3.20011  5.37351  0.00

Entry 2:
Density functional theory data (ωB97M-V with the def2-TZVPD basis set) for C34H39FeN3O4P as an isolated structure in a non-equilibrium geometry.

Calculated values
gap between HOMO and LUMO (spin up / spin down) = 7.6 / 5.5 eV
HOMO (spin up / spin down) = -9.470 / -10.097 eV
spin multiplicity = 5
charge = +1

Each line ends with the Löwdin spin population.
CARTESIAN COORDINATES (ANGSTROEM)
C  -2.64406  1.32511  0.44913  0.01
O  -1.50638  0.85613  -0.34860  0.04
C  -0.57552  0.03591  0.23801  0.06
C  -0.30880  0.14165  1.65301  0.17
C  -0.27037  -1.24347  2.35250  0.07
C  -0.13865  -2.50304  1.53695  0.41
C  0.09544  -2.32416  0.18360  0.02
C  -0.14266  -1.11336  -0.49003  0.34
Fe  0.78647  1.99925  1.40452  1.70
C  1.82628  1.59737  2.73705  0.01
O  2.51422  1.32993  3.64670  -0.01
C  0.17746  3.58653  1.88393  0.08
O  0.17322  4.74368  2.03157  0.05
C  2.12778  2.55187  0.41559  0.05
O  3.05474  2.64044  -0.28284  0.02
H  -2.61512  2.42489  0.45654  0.00
H  -3.54985  0.95320  -0.04708  0.00
H  -2.63607  0.95129  1.48743  0.00
H  -0.97962  0.81746  2.23535  0.03
H  0.48753  -1.17160  3.13746  0.02
H  -1.26343  -1.25679  2.82470  0.03
H  0.13296  -3.52985  1.92847  0.06
H  0.44756  -3.16300  -0.42086  -0.01
H  -0.12776  -1.08913  -1.58364  0.02
C  0.41154  -10.08717  5.83685  0.00
N  1.37774  -9.03473  5.56930  0.04
C  2.70303  -9.22211  6.13470  0.00
C  1.04043  -7.90728  4.87207  0.02
C  1.98619  -6.86483  4.66484  0.00
C  1.55340  -5.62864  4.21986  0.02
C  0.17460  -5.40808  3.97177  0.05
P  -0.43038  -3.70666  3.79470  0.38
C  -2.22198  -3.83968  3.92425  0.05
C  -2.77926  -3.96477  5.21086  0.02
C  -4.12414  -4.24559  5.35788  0.00
C  -4.93835  -4.42288  4.20880  0.01
N  -6.24584  -4.79297  4.35317  0.01
C  -7.08192  -5.10586  3.20885  0.00
C  -6.81730  -5.05544  5.66063  0.00
C  -4.38086  -4.23290  2.91501  0.00
C  -3.03463  -3.94566  2.77482  0.01
C  0.07005  -2.80677  5.29638  0.06
C  -0.27454  -1.44395  5.48978  0.02
C  0.11371  -0.77970  6.63700  0.00
C  0.73111  -1.49238  7.70099  0.02
N  1.07118  -0.83465  8.84832  0.03
C  1.48999  -1.53903  10.04817  0.00
C  1.02844  0.61635  8.91044  0.00
C  0.98342  -2.87941  7.55237  0.00
C  0.67734  -3.50693  6.35971  0.03
C  -0.70412  -6.51527  3.91460  0.03
C  -0.28585  -7.74787  4.38590  0.00
H  0.06010  -10.53939  4.89661  0.00
H  0.88446  -10.85975  6.46037  0.00
H  -0.47784  -9.69744  6.35700  0.00
H  3.00873  -8.34598  6.72915  0.00
H  2.69212  -10.10927  6.78734  0.00
H  3.45811  -9.36240  5.34091  0.00
H  3.03292  -7.02988  4.91948  0.00
H  2.27161  -4.80887  4.15154  0.00
H  -2.15573  -3.85762  6.09919  0.00
H  -4.54331  -4.34961  6.35715  0.00
H  -7.00191  -4.30328  2.46109  0.00
H  -6.78161  -6.05443  2.72280  0.00
H  -8.12310  -5.18729  3.55613  0.00
H  -6.37449  -5.94454  6.13951  0.00
H  -6.64862  -4.20487  6.33473  0.00
H  -7.89589  -5.21419  5.54341  0.00
H  -5.01447  -4.33807  2.03477  0.00
H  -2.61212  -3.81248  1.77653  0.00
H  -0.85097  -0.86471  4.76689  0.00
H  -0.08067  0.29051  6.74123  0.00
H  0.70840  -2.23384  10.39857  0.00
H  2.39721  -2.13367  9.85896  0.00
H  1.69343  -0.79591  10.83170  0.00
H  1.68886  1.05172  8.13905  0.00
H  0.00734  0.98642  8.71817  0.00
H  1.35707  0.93256  9.91020  0.00
H  1.44645  -3.44648  8.35861  0.00
H  0.89308  -4.56583  6.27180  0.00
H  -1.73487  -6.40197  3.57107  0.00
H  -0.99118  -8.57658  4.43688  0.00

What is the charge in the first record? 0